(w)
The following is a quantum chemistry calculation of C4H14N2O2 as an isolated structure, from the OMol25 dataset.

Kohn-Sham gap: 0.3012 Ha

```
! RIJCOSX wB97M-V def2-TZVPD def2/J DEFGRID3
* xyz 0 1
C 0.7930 -1.1369 -0.5937
C -0.2004 -2.1964 -0.9727
C 2.0218 -1.0441 -1.4523
O -0.1138 0.4583 -0.8662
H 0.1302 0.8596 -1.7132
H 1.0444 -1.1483 0.4670
H -1.0470 -2.1984 -0.2872
H -0.5549 -2.0318 -1.9908
H 2.6401 -1.9380 -1.3181
H 1.7546 -0.9680 -2.5061
H 0.2662 -3.1877 -0.9233
H 2.6339 -0.1882 -1.1710
C -0.2820 2.1365 2.0680
N -1.4651 1.3863 1.6819
N -1.9360 1.8007 0.4651
O -1.1517 -0.0173 1.7144
H -0.5700 -0.1802 0.9325
H -2.8332 1.3378 0.3282
H -1.1555 1.2811 -0.3599
H 0.5102 2.0568 1.3103
H -0.5754 3.1765 2.1768
H 0.0907 1.7417 3.0104
*
```

=====

(x)
The following is a quantum chemistry calculation of a 4-piece molecular cluster, C4H14N2O2 overall, from the OMol25 dataset.

Kohn-Sham gap: 0.1577 Ha

```
! RIJCOSX wB97M-V def2-TZVPD def2/J DEFGRID3
* xyz 0 1
N 0.8370 2.0554 1.9196
C 0.5563 0.8289 1.3771
C -1.9500 -0.8628 -0.4968
C -2.3609 -1.3720 -1.7253
O 0.6249 -2.2528 1.1041
C 0.1921 1.3173 -0.0920
N 0.9692 2.3050 -0.7728
H -0.2882 0.2983 1.7607
H 0.2719 2.1699 2.7889
H 1.0727 -3.0537 1.2216
H 1.4082 0.1942 1.2069
H -1.0167 -1.0045 0.0832
H -2.5475 -0.3370 0.1460
H -3.4111 -1.2771 -2.0743
H -1.4486 -1.5313 -2.3211
H 0.0690 0.4692 -0.8053
H -0.7927 1.8193 0.0097
H 1.2758 2.8373 0.1369
H 1.8620 2.0134 -1.2029
H 1.4066 -1.5591 -1.8029
H 0.7542 -1.9104 0.1918
O 0.6396 -1.3872 -1.3222
*
```

=====

Stability, descending: (w), (x)